Below is C37H37IrN5O9Te as an isolated structure, with properties calculated with wB97M-V/def2-TZVPD.

```
90
Properties=species:S:1:pos:R:3:forces:R:3
Ir 0.897451 -1.648047 0.763098 -0.17 -0.34 -0.33
O 0.585135 -2.045359 -3.326030 0.03 0.00 -0.03
C 0.539096 -2.315942 -2.145092 0.12 0.08 0.02
O 1.407656 -1.840199 -1.280038 -0.14 0.01 -0.08
C -0.542845 -3.255933 -1.648049 0.12 0.07 0.10
C -1.528535 -3.595566 -2.561423 -0.04 0.02 -0.09
C -2.533712 -4.470498 -2.210787 0.02 0.01 0.03
C -2.588732 -5.040831 -0.954990 -0.11 -0.03 -0.04
C -1.626539 -4.687849 -0.038249 0.01 0.08 0.10
C -0.569485 -3.808470 -0.350974 -0.12 -0.16 0.08
O 0.380318 -3.562999 0.545050 -0.04 0.16 0.05
N -1.766868 -5.255932 1.314715 0.29 -0.16 0.03
O -1.411333 -4.580708 2.259252 -0.10 0.09 -0.07
O -2.235445 -6.372809 1.393701 -0.05 0.07 -0.03
N -3.582187 -4.800822 -3.189780 0.00 -0.06 -0.03
O -3.516925 -4.267792 -4.277209 0.00 0.00 0.05
O -4.440439 -5.584087 -2.839698 0.02 0.04 -0.01
H -1.489411 -3.172242 -3.554876 0.00 0.00 0.01
H -3.372652 -5.735674 -0.690993 0.00 0.00 0.00
N 2.900482 -2.153053 1.332610 0.16 0.11 0.14
C 3.655008 -3.034005 1.404215 -0.05 -0.06 -0.05
N 4.518617 -3.991596 1.484840 0.02 0.02 -0.01
C 4.521060 -4.933894 2.622209 -0.01 0.01 -0.01
C 4.173303 -6.318121 2.101542 0.01 -0.01 -0.01
O 5.045069 -6.684681 1.050663 -0.01 0.00 -0.01
C 4.905901 -5.826936 -0.064349 0.00 -0.01 0.02
C 5.303699 -4.407931 0.304289 -0.01 -0.01 0.00
H 3.803402 -4.595477 3.367091 0.00 0.01 0.00
H 5.521300 -4.929858 3.056885 0.01 0.01 0.00
H 3.131855 -6.336317 1.755733 0.00 0.00 0.00
H 4.295492 -7.056680 2.891431 -0.01 0.00 0.00
H 3.870642 -5.841850 -0.428515 0.00 0.00 0.00
H 5.560547 -6.207848 -0.845833 0.00 0.00 0.00
H 5.112422 -3.713883 -0.512042 0.00 0.01 0.01
H 6.359530 -4.366393 0.574492 0.00 0.01 0.01
C -1.105528 8.886890 0.904348 0.01 -0.03 0.00
C -0.658197 7.452531 0.925882 -0.01 0.05 -0.01
C 0.179799 6.944477 -0.056056 -0.02 0.03 0.01
C 0.575697 5.614424 -0.057668 0.04 -0.09 -0.04
C 1.505879 5.138791 -1.148975 -0.01 0.05 0.03
C 0.096089 4.774404 0.956052 0.01 0.03 -0.08
Te 0.777690 2.782685 0.793165 0.03 -0.05 -0.08
N 0.277560 0.187475 0.933658 0.00 -0.03 0.47
C -0.746892 0.655592 1.532211 0.09 0.11 -0.17
O -0.803649 2.000523 1.690399 -0.09 0.03 0.04
C -1.928193 -0.055800 2.048261 -0.02 0.00 0.00
C -2.409766 -1.168472 1.362158 -0.01 0.00 0.00
C -3.512713 -1.851842 1.844352 0.00 0.00 0.00
C -4.130367 -1.430884 3.013736 0.01 0.02 -0.01
C -3.659629 -0.312816 3.691406 -0.01 -0.02 0.00
C -2.568326 0.385500 3.204590 0.03 0.00 0.01
C 0.200005 2.296161 -1.154113 -0.04 -0.02 0.00
C -1.076915 2.588314 -1.647099 0.00 0.05 0.09
C -2.092788 3.444819 -0.933208 0.00 -0.03 -0.03
C -1.407309 2.058356 -2.890381 0.00 0.00 -0.02
C -0.520971 1.284611 -3.627989 -0.01 -0.03 -0.03
C -0.909247 0.680109 -4.945159 0.02 0.02 0.01
C 0.750416 1.051343 -3.112379 -0.03 -0.04 -0.02
C 1.133241 1.535001 -1.875577 0.04 -0.01 0.05
C 2.516508 1.221418 -1.368481 -0.02 0.04 -0.05
C -0.690511 5.266873 2.005202 0.02 -0.04 0.02
C -1.139169 4.454283 3.193223 -0.01 0.00 -0.10
C -1.059839 6.603955 1.950690 -0.02 0.01 0.04
H -0.552734 9.465422 0.166738 0.00 0.00 0.00
H -0.970307 9.352091 1.880651 0.00 0.00 0.00
H -2.166445 8.950200 0.656375 0.00 0.00 0.00
H 0.546125 7.599544 -0.838040 0.00 0.00 0.00
H 2.042605 5.981322 -1.580727 0.00 0.03 0.03
H 0.968140 4.633681 -1.952462 0.02 0.02 0.01
H 2.274885 4.450261 -0.776906 0.00 0.00 -0.02
H -1.950608 -1.470724 0.427198 0.01 -0.01 -0.01
H -3.895778 -2.707726 1.304801 0.01 0.00 0.00
H -4.986793 -1.971050 3.394326 0.00 0.00 0.00
H -4.146132 0.015074 4.599966 0.00 0.00 0.00
H -2.198354 1.258330 3.726577 0.00 0.00 -0.01
H -2.184959 3.196681 0.123018 0.00 0.00 0.00
H -3.071835 3.315894 -1.390819 0.01 -0.02 -0.01
H -1.830606 4.502312 -1.004257 -0.01 0.00 0.00
H -2.397851 2.251589 -3.286257 0.00 0.00 0.00
H -1.963213 0.838080 -5.166253 0.00 0.00 0.00
H -0.700841 -0.390752 -4.934345 -0.01 0.00 0.00
H -0.320115 1.115856 -5.753992 -0.01 0.01 0.00
H 1.436704 0.424171 -3.665698 0.01 -0.01 0.00
H 2.964973 0.443982 -1.982744 0.00 0.01 0.00
H 2.506043 0.844137 -0.344136 0.00 -0.01 0.03
H 3.166656 2.100006 -1.407145 0.00 0.01 0.02
H -0.355304 3.788190 3.554050 0.02 -0.03 0.01
H -2.008893 3.843104 2.951609 0.01 -0.01 0.00
H -1.410121 5.120389 4.009835 0.01 -0.01 0.00
H -1.670992 7.001500 2.753496 0.00 0.00 0.00
```
Forces are in eV/Å.

Calculated values
<S²>   6.014
E_HOMO (alpha / beta)   -11.13 / -11.48 eV
Multiplicity   5
Orbital gap (alpha / beta)   7.80 / 6.77 eV
Charge   +1

Below is C37H38AgNO3SSb2 as an isolated structure at a distorted geometry, with properties calculated with wB97M-V/def2-TZVPD.

```
83
Properties=species:S:1:pos:R:3:forces:R:3
Ag 0.199967 -0.283175 0.688921 -0.25 0.29 0.84
C -2.525179 -2.398168 -0.328209 0.10 0.05 0.03
Sb -0.666059 -2.245779 -1.414348 -0.57 -0.50 -0.12
C -1.694200 -2.647395 -3.287783 0.20 0.07 -0.01
C -0.245945 -4.430127 -1.003570 -0.07 0.26 -0.01
C 0.929828 -4.908170 -1.764883 0.19 -0.11 -0.07
C 0.755889 -5.307379 -3.095164 0.00 0.02 0.00
C 1.815212 -5.691092 -3.900093 0.00 -0.01 -0.02
C 3.101227 -5.684233 -3.380405 0.02 -0.01 0.01
C 3.293627 -5.311052 -2.059602 0.02 -0.01 -0.04
C 2.238835 -4.930671 -1.226820 -0.09 -0.07 -0.11
C 2.528529 -4.560741 0.185496 -0.08 0.23 0.14
Sb 2.432860 -2.360949 0.550996 0.53 -0.36 0.17
C 3.810142 -2.446603 2.224818 -0.20 0.06 -0.04
C 4.000997 -2.011259 -0.889014 -0.17 0.11 0.01
H -3.074101 -3.286493 -0.647748 0.05 -0.03 -0.02
H -3.095231 -1.500229 -0.557918 0.03 0.01 -0.01
H -2.350439 -2.434464 0.746152 0.00 0.00 -0.05
H -2.353403 -3.511768 -3.189689 0.01 0.00 0.06
H -0.974997 -2.826518 -4.088085 -0.03 0.00 -0.01
H -2.281441 -1.759647 -3.524440 0.03 0.02 0.04
H -1.155478 -4.954655 -1.301170 -0.01 0.00 0.01
H -0.125350 -4.509858 0.077215 -0.02 0.00 -0.01
H -0.248922 -5.299955 -3.504775 0.00 0.01 0.01
H 1.638859 -5.988740 -4.927518 -0.01 0.01 0.01
H 3.946354 -5.975094 -3.993571 0.00 0.01 0.01
H 4.299048 -5.314862 -1.651169 -0.02 0.00 0.03
H 3.532270 -4.882036 0.468841 0.01 0.00 0.00
H 1.813340 -5.009165 0.879182 0.01 -0.01 -0.01
H 4.698540 -3.029486 1.978260 -0.02 -0.02 -0.05
H 3.308160 -2.884612 3.088538 0.02 0.00 -0.01
H 4.094673 -1.423086 2.468873 0.00 0.00 -0.02
H 4.856460 -2.646892 -0.656319 -0.01 -0.02 0.02
H 4.293324 -0.963040 -0.836821 -0.02 -0.01 0.01
H 3.641380 -2.241638 -1.891933 0.00 0.01 0.01
O 0.209780 2.019628 -0.706006 0.00 0.10 0.10
C -0.947471 2.579254 -1.297158 -0.24 -0.33 -0.22
C -1.761276 1.343965 -1.905450 0.29 0.17 0.15
O -2.606080 1.596231 -2.772375 0.03 0.05 0.05
O -1.449651 0.240650 -1.401233 -0.22 0.05 -0.11
C -1.810458 3.306964 -0.262257 -0.04 0.04 0.01
C -1.204324 4.025802 0.764350 -0.01 -0.02 -0.07
C -1.958284 4.751337 1.673347 0.04 0.04 0.04
C -3.340078 4.771755 1.575831 -0.05 0.02 0.01
C -3.958215 4.043198 0.571054 0.01 0.00 0.01
C -3.202581 3.316444 -0.337280 0.02 -0.06 0.00
C -0.560495 3.534500 -2.420363 0.12 0.06 -0.10
C -1.509119 4.328538 -3.065895 0.06 -0.01 0.05
C -1.139261 5.179080 -4.094514 -0.05 0.00 0.01
C 0.186406 5.261394 -4.499929 0.06 0.01 -0.02
C 1.135442 4.473857 -3.869199 0.03 0.05 -0.05
C 0.764283 3.614688 -2.843426 -0.07 -0.07 0.07
H 0.754354 2.709760 -0.308753 0.02 -0.08 0.00
H -0.126830 4.015411 0.879373 -0.01 0.04 0.01
H -1.462220 5.292715 2.469388 0.01 -0.03 0.01
H -3.930542 5.338607 2.286213 0.01 -0.02 0.01
H -5.039465 4.029601 0.495102 0.00 -0.01 0.01
H -3.692074 2.736041 -1.107922 0.03 0.01 -0.06
H -2.542962 4.265959 -2.764221 -0.06 -0.02 0.02
H -1.893634 5.781882 -4.587518 -0.01 0.00 0.01
H 0.475377 5.933248 -5.300196 -0.01 -0.01 0.00
H 2.174273 4.520802 -4.174904 -0.01 0.00 0.00
H 1.508053 2.983982 -2.374742 0.00 0.01 -0.02
S 4.712677 2.296748 1.219087 0.67 0.52 0.09
C 3.436988 1.309434 1.034253 -0.77 -0.64 -0.10
N 2.522069 0.589540 0.900969 0.25 0.31 -0.08
C -0.554288 3.074569 5.408977 -0.06 -0.04 0.11
C 0.131670 3.075516 4.177268 0.06 0.03 -0.10
C 0.039019 1.995102 3.344672 -0.02 -0.01 -0.02
C -0.730691 0.851522 3.678600 0.11 0.01 -0.05
C -0.772966 -0.263394 2.774754 0.02 -0.39 -0.42
C -1.466671 -1.362204 3.254810 0.05 0.04 -0.20
C -2.142646 -1.384288 4.493188 -0.06 0.06 0.16
C -2.131167 -0.295084 5.320329 -0.03 -0.11 -0.03
C -1.399986 0.852329 4.936532 0.04 -0.01 -0.10
C -1.299154 1.988349 5.777548 0.03 0.09 0.02
H -0.474420 3.930183 6.071446 -0.02 0.00 -0.01
H 0.734092 3.933980 3.901061 0.02 -0.03 -0.02
H 0.570824 1.947745 2.400623 0.04 0.11 0.02
H -1.522333 -2.270801 2.659310 0.02 0.04 0.00
H -2.688005 -2.277265 4.787682 0.01 0.00 0.00
H -2.664445 -0.301824 6.266364 0.03 0.02 0.01
H -1.812295 1.973582 6.734964 -0.01 0.01 -0.01
```
Forces are in eV/Å.

Calculated values
E_HOMO   -2.27 eV
Orbital gap   6.79 eV
Charge   -2

Ordered energy results: -2754.891292 -2738.897944; unit Eh.
Ordered ΔE to the lowest compared entry with this formula, charge and spin results: 79.1 103.6; unit kJ/mol.